The following is a quantum chemistry calculation of a 7-piece molecular cluster, C24H65N3O13 overall, from the OMol25 dataset.

Structure (XYZ):
```
105
C24H65N3O13 | the OMol25 dataset | wB97M-V/def2-TZVPD
C -7.8200 -0.4965 5.3455
O -6.7067 -1.2432 4.9003
C -5.4371 -0.7017 5.2130
C -4.9680 0.4237 4.3293
N -5.7193 1.6602 4.5255
C -5.4083 2.7340 3.6189
C -3.9809 3.2581 3.5953
O -3.2155 2.4729 2.7169
C -1.8792 2.9459 2.6269
H -7.5798 0.4639 5.8010
H -8.3676 -1.0859 6.0920
H -8.4912 -0.2979 4.5079
H -4.7383 -1.5194 5.0080
H -5.3410 -0.5098 6.2894
H -4.9707 0.1623 3.2677
H -3.8795 0.5541 4.4930
H -5.6828 1.9642 5.4898
H -6.1071 3.5611 3.7997
H -5.7086 2.4512 2.6015
H -3.5613 3.2174 4.6147
H -3.9196 4.3027 3.2544
H -1.9214 3.9757 2.2348
H -1.3786 2.4449 1.7954
H -1.3807 2.7955 3.5807
C 3.4640 4.1867 1.9428
O 3.0122 3.0633 2.6634
C 3.2806 1.8620 1.9706
C 2.6937 0.6930 2.7198
N 1.2525 0.6458 2.5967
C 0.6632 -0.4576 3.3410
C -0.8563 -0.3561 3.1873
O -1.5684 -1.4812 3.6045
C -1.4968 -1.6849 5.0106
H 2.6405 4.5598 1.3204
H 4.3155 3.9770 1.2895
H 3.7527 4.9691 2.6428
H 4.3678 1.7183 1.8784
H 2.8539 1.9013 0.9586
H 2.9521 0.7200 3.7833
H 3.1688 -0.2505 2.3787
H 0.9895 0.5403 1.6164
H 0.8665 -0.3781 4.4110
H 1.0283 -1.4255 2.9526
H -1.1705 -0.1172 2.1689
H -1.0904 0.5736 3.7343
H -0.5488 -2.1719 5.2692
H -2.2885 -2.3729 5.2943
H -1.5817 -0.7339 5.5437
C 3.2123 -6.2686 -4.9912
O 3.7874 -5.2450 -4.2315
C 4.8074 -4.4894 -4.9083
C 5.7823 -3.8764 -3.9327
N 5.5857 -2.4506 -3.7164
C 5.0269 -2.1552 -2.3911
C 5.0884 -0.6887 -2.0442
O 4.1184 0.0624 -2.7313
C 3.2148 0.7506 -1.8738
H 2.6271 -6.9065 -4.3371
H 3.9806 -6.8938 -5.4764
H 2.6292 -5.8928 -5.8455
H 4.3074 -3.7506 -5.5490
H 5.2880 -5.1360 -5.6571
H 6.7691 -4.0443 -4.3787
H 5.8076 -4.4064 -2.9764
H 6.4765 -1.9697 -3.7517
H 5.5531 -2.7341 -1.6132
H 3.9745 -2.4499 -2.3461
H 6.0810 -0.2589 -2.2456
H 4.9621 -0.6014 -0.9571
H 2.3216 0.9459 -2.4602
H 3.6023 1.7178 -1.5350
H 2.9644 0.1240 -1.0119
O 1.4065 4.0665 -3.9372
C 0.7499 2.8570 -4.3166
C -0.2597 2.4550 -3.2853
O -0.9912 3.6137 -2.8980
H 0.7248 4.6442 -3.5742
H 0.3671 2.9378 -5.3397
H 1.5705 2.1338 -4.3589
H 0.2557 2.0434 -2.4095
H -0.8472 1.6120 -3.6725
H -1.8498 3.3120 -2.5898
O 1.8914 -3.4494 -3.3889
C 1.6295 -2.7025 -4.5446
C 0.5253 -1.7521 -4.2579
O 0.8188 -0.9922 -3.0827
H 2.5259 -4.1553 -3.6115
H 2.5398 -2.1702 -4.8690
H 1.3587 -3.2949 -5.4368
H -0.4181 -2.2946 -4.1406
H 0.4432 -0.9933 -5.0357
H 1.4022 -1.5459 -2.5446
O -3.8798 2.2550 -2.0848
C -3.9600 1.2769 -1.0751
C -2.9264 0.2175 -1.3770
O -2.6199 -0.5451 -0.1934
H -4.5168 2.9616 -1.9571
H -3.6803 1.7237 -0.1153
H -4.9473 0.8376 -0.8830
H -2.0014 0.7092 -1.6915
H -3.2364 -0.4038 -2.2225
H -3.1819 -1.3206 -0.2610
O 0.4348 0.5218 -0.3451
H 0.6748 0.2218 -1.2314
H -0.5081 0.3234 -0.2875
```

Its structure (SMILES) is COCCNCCOC.COCCNCCOC.COCCNCCOC.OCCO.OCCO.OCCO.O. As for the total charge: 0. For the frontier orbital gap, the calculation gives 8.89 eV. For the energy relative to the best compared isomer or geometry (same formula, charge and spin), the calculation gives 9.4 kJ/mol.

Löwdin population analysis, charges in e, atoms 1 to 99: -0.123, -0.176, -0.226, -0.204, -0.066, -0.217, -0.240, -0.221, -0.101, 0.069, 0.081, 0.084, 0.113, 0.127, 0.131, 0.110, 0.112, 0.116, 0.121, 0.128, 0.119, 0.093, 0.081, 0.088, -0.118, -0.178, -0.241, -0.223, -0.055, -0.211, -0.249, -0.175, -0.107, 0.089, 0.082, 0.083, 0.123, 0.110, 0.122, 0.117, 0.069, 0.115, 0.128, 0.108, 0.103, 0.085, 0.079, 0.090, -0.111, -0.233, -0.185, -0.198, -0.048, -0.204, -0.236, -0.169, -0.099, 0.095, 0.090, 0.094, 0.122, 0.117, 0.121, 0.121, 0.104, 0.119, 0.113, 0.125, 0.117, 0.054, 0.098, 0.081, -0.066, -0.244, -0.252, -0.054, 0.071, 0.117, 0.112, 0.094, 0.122, 0.058, -0.065, -0.277, -0.221, -0.090, 0.052, 0.123, 0.126, 0.122, 0.123, 0.076, -0.057, -0.243, -0.223, -0.059, 0.097, 0.115, 0.127

The following is a quantum chemistry calculation of a 3-piece molecular cluster, C21H31Br2NO9PS2 overall, from the OMol25 dataset.

Structure (XYZ):
```
67
C21H31Br2NO9PS2 | the OMol25 dataset | wB97M-V/def2-TZVPD
C 5.8581 2.3989 -0.3935
C 5.9060 2.3899 1.2442
C 4.7818 1.4470 1.9729
C 3.8971 0.5062 0.9634
C 2.2679 0.8654 0.8452
N 1.2947 0.0522 -0.0211
C -0.1980 0.3344 -0.1065
C -1.1374 -0.1940 1.1725
C -2.7883 0.0529 1.2382
C -3.5500 0.8678 0.0212
C -2.6128 1.3623 -1.2393
C -0.9692 1.1030 -1.3320
C 1.8195 -1.1304 -0.8238
C 3.3998 -1.6110 -0.8116
Br 3.8802 -3.2351 -1.9020
C 4.5052 -0.7845 0.0996
C 6.1222 -1.1990 0.1800
O 6.7412 -1.7576 -0.8974
O 6.8314 -0.9899 1.4548
P 8.5513 -0.8191 1.2337
O 8.9164 0.2348 -0.1480
Br 9.4250 -2.9132 0.7825
H 6.4634 3.3685 -0.7382
H 6.4745 1.4858 -0.8250
H 4.7891 2.5092 -0.8610
H 6.9700 2.0876 1.6812
H 5.7255 3.5080 1.6213
H 5.3104 0.8226 2.8250
H 4.0246 2.1781 2.5317
H 1.8495 1.7747 1.4858
H -0.6086 -0.7675 2.0765
H -3.4172 -0.3510 2.1509
H -4.7156 1.1028 0.0041
H -3.0851 1.9601 -2.1552
H -0.3840 1.4768 -2.2759
H 1.0521 -1.7534 -1.4693
H 9.2430 -0.3809 -0.8944
O -3.2678 -1.8720 4.2878
S -3.0868 -2.3390 5.6466
O -1.8680 -2.9857 6.0809
O -4.3533 -3.2791 6.0567
C -4.6778 -4.3851 5.2270
C -3.7278 -5.5461 5.4524
C -3.4353 -0.9985 6.7567
H -4.6978 -4.0881 4.1731
H -5.6933 -4.6979 5.4934
H -2.7181 -5.3006 5.1095
H -4.0631 -6.4326 4.9063
H -3.6572 -5.7889 6.5175
H -4.3787 -0.5336 6.4666
H -2.6203 -0.2746 6.6776
H -3.4886 -1.3872 7.7748
O -4.1030 0.3159 -5.5461
S -3.3153 1.5311 -5.5620
O -3.4048 2.5187 -4.5089
O -3.5193 2.2758 -6.9972
C -4.8392 2.5746 -7.4282
C -5.3982 3.7863 -6.7065
C -1.6080 1.0957 -5.7772
H -5.4937 1.7049 -7.3084
H -4.7841 2.7918 -8.5005
H -5.5546 3.5741 -5.6445
H -6.3591 4.0837 -7.1360
H -4.7033 4.6299 -6.7686
H -1.5239 0.3867 -6.6022
H -1.2578 0.6356 -4.8498
H -1.0351 2.0016 -5.9812
```

As for the total charge: +1. For the frontier orbital gap, the calculation gives 6.20 eV.

Partial atomic charges computed with the Löwdin method, in multiples of e: -0.132, -0.238, -0.183, -0.020, 0.119, -0.086, -0.183, 0.022, -0.020, -0.025, -0.021, 0.009, 0.041, -0.444, 0.699, 0.038, -0.281, -0.084, -0.359, 0.674, -0.383, 0.252, 0.099, 0.072, 0.084, 0.112, 0.123, 0.129, 0.123, 0.154, 0.106, 0.084, 0.110, 0.083, 0.091, 0.149, 0.073, -0.313, 0.623, -0.284, -0.262, -0.277, -0.075, -0.120, 0.115, 0.127, 0.070, 0.083, 0.088, 0.076, 0.077, 0.079, -0.279, 0.621, -0.308, -0.262, -0.273, -0.075, -0.121, 0.119, 0.127, 0.070, 0.085, 0.087, 0.079, 0.061, 0.077

The following is a quantum chemistry calculation of a 13-piece molecular cluster, C40H106O13 overall, from the OMol25 dataset.

Structure (XYZ):
```
159
C40H106O13 | the OMol25 dataset | wB97M-V/def2-TZVPD
C -1.1531 -0.0833 -0.6076
C -0.1714 -0.6652 0.4147
O 0.3009 0.4211 1.1899
C 1.2293 -0.0607 2.1641
C 1.6806 1.2229 2.8046
H -0.6991 0.4622 -1.4348
H -1.6127 -0.9675 -1.0493
H -1.8934 0.5388 -0.1046
H -0.6512 -1.4094 1.0503
H 0.6011 -1.2944 -0.0274
H 0.7643 -0.7489 2.8699
H 2.0471 -0.5561 1.6408
H 2.5602 1.1086 3.4382
H 0.8742 1.6405 3.4074
H 1.9623 1.9774 2.0701
C 1.5447 -6.8833 -3.3954
C 1.2389 -6.0468 -4.6306
O 2.0463 -4.8844 -4.6426
C 1.5695 -3.8889 -5.4666
C 2.3228 -2.5947 -5.2044
H 0.8545 -7.7098 -3.2260
H 2.5919 -7.1404 -3.5544
H 1.4439 -6.2463 -2.5167
H 1.4187 -6.7287 -5.4617
H 0.1883 -5.7603 -4.5840
H 1.5255 -4.1998 -6.5104
H 0.5342 -3.5874 -5.3074
H 3.3830 -2.6678 -5.4470
H 2.2521 -2.3259 -4.1504
H 1.8787 -1.7816 -5.7786
C -3.3506 -0.3471 -9.2407
C -3.6617 -0.9560 -10.6318
O -2.7669 -2.0555 -10.6897
C -2.9442 -2.8337 -11.8531
C -2.1204 -4.1020 -11.6339
H -3.7334 0.6725 -9.1959
H -3.8105 -0.8617 -8.3970
H -2.2803 -0.3008 -9.0397
H -4.6400 -1.4367 -10.6284
H -3.5029 -0.2542 -11.4505
H -4.0025 -3.0804 -11.9378
H -2.6970 -2.2521 -12.7412
H -1.0960 -3.9212 -11.9595
H -2.5181 -4.8810 -12.2843
H -2.2186 -4.4911 -10.6205
C -5.3263 -6.5655 -6.3169
C -5.3958 -7.9033 -6.8891
O -4.4976 -8.6770 -6.1468
C -4.3765 -10.0349 -6.5620
C -3.3881 -10.8722 -5.7601
H -4.3478 -6.1423 -6.5439
H -6.1192 -5.9156 -6.6872
H -5.2789 -6.6117 -5.2289
H -6.4051 -8.2420 -6.6556
H -5.1581 -7.8917 -7.9529
H -5.3672 -10.4880 -6.5255
H -4.1185 -10.0684 -7.6205
H -3.3502 -11.9020 -6.1154
H -3.6967 -10.9804 -4.7203
H -2.3670 -10.5012 -5.6718
C 2.0582 8.2611 3.9351
C 0.7209 8.5842 3.1761
C -0.1055 7.3617 2.7742
O -0.0723 9.2399 4.1087
H 2.7702 7.7843 3.2614
H 1.9541 7.5413 4.7470
H 2.5513 9.1113 4.4064
H 0.8532 9.1839 2.2756
H -0.1578 6.6591 3.6059
H 0.3323 6.8325 1.9278
H -1.0789 7.6836 2.4040
H -0.0685 8.6864 4.8931
C 8.8469 -3.1112 -2.7350
C 7.7124 -3.0830 -1.6515
C 7.2023 -4.4734 -1.2617
O 8.2663 -2.5346 -0.5382
H 9.6534 -3.7750 -2.4236
H 9.2241 -2.0994 -2.8833
H 8.3699 -3.3928 -3.6738
H 6.8399 -2.5199 -1.9826
H 8.0419 -5.0910 -0.9427
H 6.8346 -4.9558 -2.1673
H 6.4964 -4.4958 -0.4315
H 8.7071 -1.7209 -0.7937
C -7.4408 4.1344 2.5172
C -8.5683 3.2550 2.0195
C -9.0198 2.1014 2.9629
O -9.6779 4.1079 1.7899
H -7.2390 4.8362 1.7080
H -6.5614 3.6024 2.8802
H -7.6959 4.7408 3.3863
H -8.2714 2.8343 1.0588
H -8.3410 1.2496 2.9209
H -9.9864 1.7353 2.6169
H -8.9689 2.3444 4.0242
H -9.4827 4.6393 1.0146
C 9.9741 2.5362 6.1114
C 9.7886 2.1404 7.5480
C 9.5219 3.3934 8.3508
O 8.6276 1.3738 7.5997
H 10.1201 1.6462 5.4993
H 10.9000 3.0941 5.9716
H 9.1255 3.0438 5.6528
H 10.6093 1.6251 8.0470
H 8.9826 3.1595 9.2687
H 8.8262 4.0261 7.7996
H 10.4385 3.9670 8.4885
H 8.7408 0.6225 7.0129
C -7.8949 7.1958 -5.9308
C -7.9447 5.9869 -4.9876
C -6.5219 5.6772 -4.4625
O -8.7813 6.2337 -3.8729
H -7.5026 6.8556 -6.8892
H -7.3021 7.9448 -5.4056
H -8.8577 7.6622 -6.1395
H -8.2940 5.1654 -5.6130
H -6.2109 6.2511 -3.5896
H -5.7712 5.8839 -5.2253
H -6.4011 4.6554 -4.1028
H -9.6335 6.5555 -4.1759
C -3.1210 4.7016 9.0544
C -3.1306 6.2266 9.2784
C -3.3897 6.6301 10.7044
O -1.8190 6.7092 8.9534
H -4.1417 4.3288 9.1401
H -2.4283 4.2758 9.7802
H -2.8245 4.4369 8.0395
H -3.8106 6.7002 8.5702
H -3.2230 7.6972 10.8521
H -2.7283 6.0692 11.3648
H -4.4087 6.3792 10.9987
H -1.2082 6.1090 9.3875
C 1.3356 -1.1456 10.4305
C 2.8639 -1.2414 10.4296
O 3.3469 0.0626 10.4448
H 1.0109 -0.4922 9.6207
H 0.9341 -0.8309 11.3938
H 0.9344 -2.1245 10.1681
H 3.1525 -1.7757 9.5244
H 3.3047 -1.8394 11.2272
H 4.1047 0.0311 9.8562
C 6.4183 4.0327 -2.6902
C 6.7523 4.8976 -1.5368
O 7.9166 5.6552 -1.7705
H 5.4920 3.4831 -2.5229
H 7.2256 3.3201 -2.8594
H 6.2731 4.6295 -3.5907
H 6.8303 4.3070 -0.6240
H 5.9271 5.6081 -1.4887
H 8.0442 5.6685 -2.7219
C 0.8436 -7.4775 5.8135
C 1.0355 -7.5841 4.3013
O 0.8228 -8.8852 3.8368
H 1.6381 -7.9214 6.4134
H -0.1280 -7.8747 6.1073
H 0.8107 -6.4364 6.1344
H 2.0422 -7.2649 4.0314
H 0.3313 -6.8762 3.8643
H 1.6348 -9.3849 3.9487
```

As for the total charge: 0. For the frontier orbital gap, the calculation gives 10.09 eV. For the energy relative to the best compared isomer or geometry (same formula, charge and spin), the calculation gives 0.0 kJ/mol.

Löwdin population analysis, charges in e, atoms 1 to 99: -0.068, -0.299, -0.167, -0.279, -0.085, 0.071, 0.069, 0.077, 0.110, 0.112, 0.119, 0.115, 0.072, 0.077, 0.078, -0.076, -0.289, -0.137, -0.330, -0.073, 0.077, 0.076, 0.073, 0.117, 0.114, 0.119, 0.110, 0.071, 0.074, 0.074, -0.070, -0.255, -0.195, -0.291, -0.066, 0.064, 0.069, 0.073, 0.112, 0.117, 0.107, 0.117, 0.072, 0.067, 0.079, -0.099, -0.331, -0.158, -0.271, -0.075, 0.079, 0.084, 0.086, 0.121, 0.126, 0.113, 0.110, 0.073, 0.070, 0.072, -0.052, -0.485, -0.067, -0.062, 0.069, 0.071, 0.074, 0.135, 0.078, 0.072, 0.080, 0.087, -0.043, -0.534, -0.055, -0.043, 0.082, 0.069, 0.073, 0.128, 0.076, 0.078, 0.079, 0.090, -0.070, -0.491, -0.044, -0.060, 0.076, 0.078, 0.080, 0.127, 0.069, 0.075, 0.074, 0.085, -0.072, -0.533, -0.065

The following is a quantum chemistry calculation of C31H46Cl2N2O2SeSi4SnTe as an isolated structure, from the OMol25 dataset.

Structure (XYZ):
```
90
C31H46Cl2N2O2SeSi4SnTe | the OMol25 dataset | wB97M-V/def2-TZVPD
Sn 1.2861 -1.3590 -0.7015
C 3.8705 -5.1404 0.3536
C 2.6820 -4.3952 0.8929
C 1.3888 -4.8312 0.6151
C 0.2740 -4.1897 1.1453
C -1.1151 -4.7205 0.9164
C 0.4775 -3.0755 1.9618
C 1.7577 -2.6326 2.2802
C 1.9529 -1.4813 3.2307
C 2.8512 -3.2886 1.7244
H 4.6957 -4.4674 0.1215
H 3.6149 -5.7061 -0.5431
H 4.2342 -5.8535 1.0959
H 1.2478 -5.7069 -0.0092
H -1.4908 -5.1889 1.8276
H -1.1291 -5.4722 0.1295
H -1.8139 -3.9241 0.6526
H -0.3831 -2.5850 2.4082
H 1.9374 -1.8364 4.2629
H 1.1626 -0.7359 3.1244
H 2.9141 -0.9923 3.0681
H 3.8545 -2.9546 1.9674
Cl -2.4758 2.2137 -6.2040
C -1.8174 1.4655 -4.8001
C -2.5267 1.5230 -3.5973
C -2.0038 0.9049 -2.4880
Cl -2.7882 1.0313 -0.9307
C -0.8046 0.1731 -2.5004
O -0.4330 -0.4269 -1.4070
C -0.0504 0.2437 -3.6910
C 1.3309 -0.1711 -3.7275
O 1.9963 -0.5720 -2.7689
C -0.5827 0.8614 -4.8350
H -3.4661 2.0576 -3.5477
H 1.8445 -0.0598 -4.6916
H 0.0003 0.8837 -5.7476
Se 3.6274 -3.3867 -2.9132
N 1.9540 -3.2934 -2.2767
C 1.3046 -4.3624 -2.7108
C -0.0724 -4.6534 -2.4661
C -0.5895 -5.7966 -2.9748
C 0.2012 -6.7188 -3.7443
C 1.5041 -6.4797 -4.0110
C 2.0965 -5.2792 -3.5010
N 3.3521 -4.9287 -3.7039
H -0.6778 -3.9640 -1.8913
H -1.6321 -6.0329 -2.8047
H -0.2703 -7.6174 -4.1175
H 2.1105 -7.1569 -4.5956
C -1.3641 6.0122 0.6026
Si -1.8245 4.5803 -0.5018
C -0.7517 4.4619 -2.0227
C -3.6461 4.6545 -0.8953
Si -1.4168 2.5316 0.6899
Te 0.9391 1.7053 0.4208
Si 1.9838 3.4095 2.0702
C 0.5833 4.1373 3.0589
C 2.8268 4.6539 0.9834
C 3.1585 2.4332 3.1186
Si -2.6524 1.7365 2.5948
C -3.2505 3.3476 3.3257
C -4.0577 0.6457 2.0403
C -1.5055 0.8108 3.7358
H -1.7542 6.9263 0.1464
H -0.2867 6.1401 0.7125
H -1.8144 5.9327 1.5935
H -1.0234 5.2531 -2.7262
H -0.8738 3.5059 -2.5350
H 0.3052 4.5763 -1.7773
H -3.8122 5.5156 -1.5484
H -4.2462 4.8079 0.0031
H -4.0224 3.7718 -1.4117
H -0.1039 4.7103 2.4332
H 0.9937 4.8300 3.7995
H 0.0235 3.3781 3.6041
H 2.1069 5.2489 0.4192
H 3.4947 4.1669 0.2718
H 3.4261 5.3355 1.5927
H 2.6466 1.6729 3.7096
H 3.6578 3.1192 3.8086
H 3.9310 1.9483 2.5198
H -3.8362 3.9287 2.6107
H -2.4196 3.9665 3.6714
H -3.8909 3.1501 4.1890
H -4.7870 1.1853 1.4336
H -4.5798 0.2824 2.9291
H -3.7135 -0.2252 1.4816
H -0.5405 1.2970 3.8733
H -1.3227 -0.2048 3.3807
H -1.9819 0.7388 4.7172
```

As for the total charge: +2. For the frontier orbital gap, the calculation gives 7.11 eV. For the energy relative to the best compared isomer or geometry (same formula, charge and spin), the calculation gives 83.1 kJ/mol.

Partial atomic charges computed with the Löwdin method, in multiples of e: 1.333, -0.043, -0.273, -0.028, -0.285, -0.038, -0.077, -0.346, -0.043, -0.040, 0.075, 0.072, 0.099, 0.127, 0.097, 0.069, 0.082, 0.120, 0.099, 0.046, 0.078, 0.130, 0.743, -0.654, -0.084, -0.498, 0.816, -0.388, -0.416, -0.108, -0.126, -0.182, -0.021, 0.124, 0.156, 0.131, 1.174, -0.338, -0.375, -0.043, -0.043, -0.044, 0.003, -0.368, -0.200, 0.105, 0.118, 0.118, 0.127, -0.201, 0.357, -0.198, -0.200, 0.306, 0.695, 0.265, -0.209, -0.216, -0.213, 0.360, -0.204, -0.228, -0.198, 0.054, 0.025, 0.033, 0.052, 0.010, 0.030, 0.050, 0.037, 0.011, -0.007, 0.062, 0.011, 0.023, 0.039, 0.050, 0.027, 0.051, 0.041, 0.031, 0.027, 0.050, 0.036, 0.052, 0.017, 0.010, 0.024, 0.054